1.
Computed, not measured: a molecular structure, C7H22AgN5O4, with wB97M-V/def2-TZVPD.

Computed properties:
* highest occupied orbital energy: -5.73 eV
* energy: -1001.4784 hartree
* total charge: 0
* orbital gap: 0.2113 hartree

XYZ file:
```
39
Properties=species:S:1:pos:R:3:forces:R:3:mulliken_charge:R:1
Ag -8.10228 -18.23397 -13.61012 -0.4 1.8 0.1 0.63
C -7.64429 -15.13529 -13.21703 -0.9 -2.5 -0.4 -0.44
O -8.86834 -15.86771 -13.25117 0.6 -0.2 -0.1 -0.81
H -7.02626 -15.65576 -12.48542 0.7 0.5 0.6 0.05
H -7.15213 -15.35747 -14.16387 0.6 0.7 -0.4 0.18
H -7.65885 -14.06193 -13.02788 -0.4 0.2 0.1 0.27
C -6.76429 -21.79568 -14.28845 -0.3 0.0 -0.5 -1.06
C -6.15409 -22.78841 -13.30102 0.2 -0.7 -2.0 0.87
C -7.23595 -23.60245 -12.63597 -1.3 -1.7 0.5 -0.86
O -8.15165 -24.26457 -13.49118 -0.6 0.4 -1.8 -0.36
C -8.95047 -25.33424 -12.97187 1.5 0.9 0.9 -0.83
N -5.22330 -23.68246 -14.10203 -0.3 1.0 1.6 -0.65
H -7.52862 -21.15311 -13.85143 -0.1 0.0 0.0 -0.14
H -7.17840 -22.40662 -15.09056 -0.6 0.0 0.2 0.41
H -6.11604 -21.13048 -14.85886 0.7 0.0 0.6 0.37
H -5.62625 -22.29946 -12.48223 0.3 0.0 -0.1 -0.03
H -7.92354 -23.03802 -12.00608 0.8 0.4 0.7 0.29
H -6.77212 -24.41769 -12.08069 0.4 0.2 0.7 0.57
H -9.29053 -25.16653 -11.94994 -0.3 0.6 0.2 0.33
H -8.24310 -26.14810 -12.81270 -0.5 -0.8 -0.6 0.33
H -9.83117 -25.46633 -13.60037 0.5 -0.3 -0.2 0.25
H -5.53163 -24.64384 -14.12987 -0.1 0.2 -0.2 0.25
H -5.07171 -23.28988 -15.02018 -0.1 -0.3 0.0 0.24
C -9.88992 -19.85800 -11.78997 -0.5 -0.2 0.6 0.83
O -9.95346 -19.22124 -12.78164 -0.6 2.1 -3.2 -0.76
N -9.34618 -21.00707 -11.62970 3.3 -4.9 -0.9 -0.18
N -10.40542 -19.62159 -10.62048 -3.4 3.3 4.1 -0.42
H -8.83619 -21.43709 -12.38805 -0.2 -0.3 0.5 0.07
H -9.65998 -21.40981 -10.75825 1.0 -1.5 -1.2 0.08
H -10.16202 -20.24890 -9.86726 -0.6 0.9 0.1 0.16
H -11.26842 -19.10061 -10.55789 0.4 0.3 0.2 0.24
C -5.22269 -18.88696 -11.66152 -3.4 1.7 -1.4 0.52
O -6.13594 -18.53784 -12.46632 2.4 -1.2 1.2 -0.43
N -4.39816 -18.05231 -11.06066 2.1 2.4 1.0 -0.41
N -5.06374 -20.08454 -11.12495 -0.4 -2.9 0.3 -0.35
H -4.25092 -17.08007 -11.29126 -0.5 -0.3 -0.3 0.25
H -4.02015 -18.33617 -10.16812 0.0 0.2 -0.3 0.14
H -5.76839 -20.80031 -11.23103 0.3 0.3 -0.1 0.23
H -4.22830 -20.27845 -10.59153 -0.4 -0.2 -0.2 0.17
```
Positions in Å, forces in eV/Å.

=====

2.
Computed, not measured: 5 unconnected molecules or ions with the total composition C7H22O5, with wB97M-V/def2-TZVPD.

Computed properties:
* highest occupied orbital energy: -9.22 eV
* energy: -656.0553 hartree
* total charge: 0
* orbital gap: 0.3469 hartree

XYZ file:
```
34
Properties=species:S:1:pos:R:3:forces:R:3:mulliken_charge:R:1
C -1.39832 -0.41574 -2.10826 0.9 -0.1 0.9 -1.15
C -0.54868 -1.67283 -1.90901 0.1 1.0 -0.2 0.04
C 0.64145 -1.65840 -2.86876 0.4 -0.3 0.1 -0.85
C 1.60931 -0.46042 -2.72466 0.7 -0.1 -0.7 -0.99
C 2.03885 0.02409 -1.34944 -1.4 -0.5 -1.4 -0.20
C 2.11878 -0.79031 -0.31135 0.6 0.5 1.0 -0.33
C 2.40154 -0.35148 1.08921 0.5 1.5 0.2 -0.71
O 2.13520 1.03480 1.38147 0.0 0.2 -0.2 -0.52
H -2.10253 -0.28325 -1.28613 -0.3 -0.1 -0.2 0.25
H -0.72042 0.43845 -2.06458 -0.3 0.3 -0.3 0.30
H -1.88965 -0.49675 -3.06159 -0.4 0.4 -0.4 0.36
H -0.10612 -1.65783 -0.91592 -0.5 -0.3 0.3 -0.01
H -1.24351 -2.49892 -2.03834 0.5 -0.5 0.0 0.42
H 0.33603 -1.57819 -3.89802 -0.5 -0.2 -0.5 0.38
H 1.18112 -2.60993 -2.81692 0.1 0.1 0.2 0.32
H 1.22706 0.34735 -3.36003 -0.3 0.3 0.7 0.46
H 2.51047 -0.66005 -3.32280 0.1 -0.5 0.2 0.45
H 2.08414 1.11112 -1.35752 0.3 -0.1 0.8 0.39
H 2.10720 -1.87207 -0.36901 -0.3 0.0 -0.5 0.44
H 1.82995 -0.85940 1.84252 0.0 -1.0 0.0 0.42
H 3.47896 -0.43021 1.26377 0.0 -0.5 0.2 0.28
H 1.66127 1.43683 0.65176 -0.1 -0.1 -0.2 0.30
O -3.32041 2.01493 1.40431 0.0 0.3 0.1 -0.64
H -3.77998 1.38849 0.83883 0.2 0.0 -0.1 0.31
H -2.37024 1.92939 1.24163 -0.3 -0.3 0.0 0.34
O -0.28306 -1.40814 2.24905 -0.5 0.2 0.0 -0.65
H -1.21863 -1.54969 2.45062 0.1 -0.4 0.0 0.30
H -0.27546 -0.45801 2.42068 0.3 0.0 -0.1 0.34
O -0.90014 2.79442 2.74420 0.5 0.6 0.0 -0.57
H -0.02212 2.99557 3.09607 0.0 -0.3 -0.1 0.28
H -1.17493 3.65233 2.40092 -0.3 0.0 0.0 0.27
O -1.97804 0.42782 3.56012 0.0 0.3 0.4 -0.66
H -2.71684 1.01653 3.36434 -0.3 -0.2 -0.3 0.31
H -1.31226 1.09951 3.76283 0.0 -0.3 0.0 0.32
```
Positions in Å, forces in eV/Å.

=====

3.
Computed, not measured: a molecular structure, C7H23MgN10O7, with wB97M-V/def2-TZVPD.

Computed properties:
* highest occupied orbital energy: -11.13 eV
* energy: -1554.5475 hartree
* total charge: +1
* orbital gap: 0.0973 hartree

XYZ file:
```
48
Properties=species:S:1:pos:R:3:forces:R:3:mulliken_charge:R:1
Mg -3.02242 0.49489 3.32363 1.0 -0.3 -1.9 1.27
C 0.85392 0.14087 -0.16413 -1.2 0.1 0.4 -0.88
C -0.32570 0.27839 0.78403 1.8 -1.3 0.8 0.81
O -0.21090 0.24538 2.02604 2.4 -0.9 4.7 -0.51
O -1.44859 0.53852 0.52800 -5.9 1.3 -4.4 -0.65
H 1.53448 -0.70287 -0.04993 0.0 0.4 0.8 0.39
H 1.24018 1.12929 0.08473 1.1 -0.1 -0.9 0.25
H 0.45030 0.03301 -1.17089 0.0 0.6 0.0 0.22
C -6.31739 0.53253 0.46742 1.6 -0.5 0.4 0.75
O -5.68189 -0.07536 1.40289 -1.3 0.9 -1.4 -0.64
N -6.19367 1.82743 0.24182 1.0 2.6 1.4 -0.41
N -7.06461 0.01776 -0.50893 -0.2 -3.0 0.4 -0.43
H -6.39196 2.26558 -0.64634 0.0 -0.1 0.4 0.20
H -5.73227 2.34263 0.97787 -0.1 0.3 -0.5 0.15
H -7.08419 -0.99200 -0.49767 -0.5 0.1 -0.5 0.24
H -7.61923 0.54499 -1.16810 0.2 -0.2 0.4 0.21
C 7.21423 -2.47398 -1.63078 0.5 -1.7 3.5 0.62
O 7.73881 -3.23131 -0.78712 -0.6 0.7 -2.0 -0.64
N 7.80028 -1.47299 -2.24477 2.8 1.4 -0.9 -0.40
N 5.91668 -2.39010 -1.88208 -3.6 -0.8 -0.4 -0.36
H 7.21792 -0.73648 -2.61695 1.0 0.0 0.0 0.18
H 8.76073 -1.37807 -1.94705 -0.1 0.8 -0.4 0.24
H 5.59047 -1.63494 -2.46811 -0.2 -0.6 0.0 0.14
H 5.27235 -3.14410 -1.69118 0.4 0.2 0.1 0.22
C 2.29743 -1.96807 6.51585 0.8 -0.3 6.9 0.66
O 3.27876 -1.89835 7.25383 0.5 -0.4 -0.8 -0.65
N 1.13008 -2.34764 7.11522 -1.8 -0.7 -0.5 -0.38
N 2.24191 -1.44686 5.35971 -0.4 1.8 -5.4 -0.31
H 0.26304 -2.42692 6.60330 0.2 -0.1 0.2 0.12
H 1.11205 -2.61951 8.08778 0.4 0.0 -0.4 0.21
H 3.02884 -0.88922 5.05992 -0.1 -0.3 0.0 0.22
H 1.38987 -1.43043 4.81763 0.4 0.1 0.0 0.13
C -2.33114 -1.48190 -4.38665 -0.2 1.7 -3.6 0.65
O -2.67875 -1.03871 -5.48738 0.0 -0.6 1.1 -0.65
N -1.09996 -1.84250 -4.11032 5.0 -1.4 -0.4 -0.37
N -3.07323 -1.59801 -3.32480 -2.9 0.0 2.8 -0.35
H -0.43677 -2.04100 -4.84575 -0.5 0.4 -0.3 0.22
H -0.68695 -2.08515 -3.22113 -0.8 0.1 0.0 0.14
H -3.92696 -1.05883 -3.30144 0.2 -0.3 0.3 0.20
H -2.57972 -1.87305 -2.48761 -0.8 0.2 0.1 0.18
C 0.32727 4.83167 -1.26337 2.6 1.6 -1.6 0.60
O 1.22779 5.60899 -1.34034 2.1 1.8 -0.4 -0.61
N -0.65873 4.99743 -0.41924 -3.3 -2.2 1.4 -0.31
N 0.25376 3.74844 -2.09049 -1.2 -0.3 0.9 -0.39
H -0.96114 5.77824 0.14554 0.7 -0.1 -0.5 0.22
H -1.26084 4.20476 -0.59026 -1.2 0.8 1.0 0.13
H -0.28173 3.03778 -1.61269 0.5 -1.0 -1.4 0.15
H 0.92761 3.67977 -2.83971 -0.2 -0.5 0.5 0.23
```
Positions in Å, forces in eV/Å.

=====

Number 1: M 348.15 Da. Number 2: M 186.25 Da. Number 3: M 383.63 Da.